No. 1
Formula: C5H7N4S3
Source: the OMol25 dataset
Level of theory: ωB97M-V with the def2-TZVPD basis set

Last column: Löwdin charge in e.
CARTESIAN COORDINATES (ANGSTROEM)
C -0.1414 0.1251 -1.4266  -0.09
C 0.4435 -3.0434 -0.2667  -0.11
C -0.1647 -0.9587 -0.6276  -0.27
C -0.3244 -1.2857 0.7753  -0.53
C 0.5410 1.6973 0.1210  -0.69
N -0.2342 1.3807 -1.0232  -0.53
N 0.2687 -2.1413 -1.1679  0.12
N 1.0350 0.9134 1.0282  0.06
N 0.1461 -2.5574 0.9743  0.11
S -1.3028 -0.4713 1.9266  0.99
S 0.3600 3.5634 0.3778  0.74
S -0.8278 2.5912 -2.0659  0.85
H 0.1103 -0.0988 -2.5552  0.20
H 0.8825 -4.0346 -0.2377  0.15
H 1.6573 1.4094 1.7082  0.09
H 0.2405 -3.0243 1.8658  0.17
H -1.5432 0.5326 1.1459  -0.12
H 0.9668 3.5024 1.5768  -0.13
H -2.1133 1.9000 -2.1289  0.00

Forces on the atoms, in the same order (eV/Å):
C 0.3 -1.4 -3.3
C 0.7 0.5 -0.5
C 0.5 -2.4 1.8
C -0.8 0.2 0.9
C -0.2 2.7 3.2
N 1.4 -0.1 1.7
N 1.0 -2.4 -1.8
N 0.2 1.6 -2.1
N -1.3 2.7 0.5
S 0.4 -1.4 1.0
S 0.6 -1.4 0.1
S -2.3 -1.3 -0.7
H -0.9 0.5 2.2
H -0.1 0.1 -1.1
H -0.9 -0.4 -0.9
H -0.2 0.0 -0.1
H -0.3 1.1 -0.7
H 0.0 0.0 -0.1
H 1.8 1.5 0.0

frontier orbital gap = 7.52 eV
E_HOMO = -12.82 eV
energy relative to the best compared isomer or geometry (same formula, charge and spin) = 0.0000 eV
F_max = 4.19 eV/Å
net charge = +1
2S+1 = 1

No. 2
Formula: C5H7N5
Source: the OMol25 dataset
Level of theory: ωB97M-V with the def2-TZVPD basis set

Last column: Löwdin charge in e.
CARTESIAN COORDINATES (ANGSTROEM)
C 0.6717 1.4872 0.6384  -0.31
C 1.0449 0.4213 -0.1673  0.05
C 0.1806 -1.5331 -1.4443  -0.13
C -0.7711 -2.3611 -0.6422  -0.15
C 1.5721 2.5828 1.0845  -0.05
N -0.6239 1.5182 1.1058  0.05
N -1.5095 0.6805 0.7239  -0.06
N 0.6399 -0.4601 -0.9004  0.06
N -1.1862 -0.5257 0.6304  -0.06
N -1.8310 -1.3764 -0.1786  -0.02
H 0.3743 -1.8347 -2.4465  0.09
H -1.2780 -3.0067 -1.4041  0.12
H -0.5280 -2.9261 0.1855  0.08
H 1.9086 2.4530 2.1500  0.10
H 2.5240 2.4314 0.5278  0.09
H 1.0972 3.4913 1.1334  0.04
H -2.2855 -1.0419 -0.9964  0.10

Forces on the atoms, in the same order (eV/Å):
C -3.2 0.2 1.0
C -0.5 -2.2 -0.6
C 0.2 -0.6 1.2
C -2.2 1.3 -2.7
C 2.5 -3.0 1.0
N 3.2 1.3 0.8
N -1.9 -0.9 -2.1
N 1.7 1.4 -0.4
N 0.7 -0.2 0.7
N 0.6 -1.1 1.1
H 0.3 0.4 -0.7
H 0.3 0.2 0.9
H 1.2 -1.0 1.7
H -0.5 -0.4 -0.7
H -0.7 1.1 0.1
H -0.9 2.3 -0.8
H -0.7 1.2 -0.5

frontier orbital gap (spin up / spin down) = 7.31 / 7.31 eV
E_HOMO (spin up / spin down) = -7.70 / -7.70 eV
energy relative to the best compared isomer or geometry (same formula, charge and spin) = 6.4206 eV
F_max = 3.99 eV/Å
net charge = 0
2S+1 = 1

No. 3
Formula: C5H7N5O
Source: the OMol25 dataset
Level of theory: ωB97M-V with the def2-TZVPD basis set

Last column: Löwdin charge in e.
CARTESIAN COORDINATES (ANGSTROEM)
C 2.8090 -0.0111 0.6353  -0.08
C 0.5809 0.7366 -0.1248  -0.34
C -1.6078 1.6010 -0.2387  -0.26
C -1.5411 -0.4961 0.1783  -0.29
C -0.1851 -0.3462 -0.0195  -0.20
H 3.0355 -0.9508 -0.1324  0.14
H 3.6468 0.6710 0.8321  0.08
H 2.2774 -0.3208 1.5828  0.11
H 1.8384 1.9667 0.6565  0.23
H -2.2006 2.5392 -0.5428  0.12
H -1.6279 -2.5118 0.2379  0.10
H -3.0821 -1.7624 -0.0713  0.07
N 1.8319 0.9534 0.1342  -0.02
N -0.2794 1.8838 -0.3677  0.12
N -2.3363 0.6371 0.2942  0.12
N -2.2150 -1.6894 0.3430  0.16
N 0.5979 -1.5349 -0.1186  0.07
O 1.5730 -1.2858 -0.8927  -0.13

Forces on the atoms, in the same order (eV/Å):
C -0.1 -0.2 0.0
C -4.4 6.0 -0.5
C 0.5 5.3 -0.3
C -3.5 1.3 1.5
C 1.7 -6.4 0.1
H -0.2 2.9 2.4
H 0.2 -0.9 0.3
H 1.4 -0.8 -0.7
H 0.5 -3.0 -2.1
H 0.7 -1.4 0.6
H -0.3 0.2 0.0
H -2.1 0.1 -0.7
N 1.5 4.0 1.2
N 0.2 -2.7 0.6
N 2.1 -2.7 -1.7
N 3.7 0.1 0.7
N 0.9 0.5 -2.5
O -2.7 -2.3 1.1

frontier orbital gap = 8.65 eV
E_HOMO = -9.27 eV
energy relative to the best compared isomer or geometry (same formula, charge and spin) = 4.1500 eV
F_max = 7.45 eV/Å
net charge = 0
2S+1 = 1

No. 4
Formula: C5H7N5S
Source: the OMol25 dataset
Level of theory: ωB97M-V with the def2-TZVPD basis set

Last column: Löwdin charge in e.
CARTESIAN COORDINATES (ANGSTROEM)
C -1.3382 -0.4103 0.4494  -0.31
C 0.7385 0.9788 0.7299  -0.14
C 0.1000 -0.1981 0.5220  -0.20
C 0.1816 2.2804 0.8270  -0.59
C 0.8389 -1.4949 0.5429  -0.03
N -3.2284 -1.1911 1.0117  -0.05
N -1.9887 -1.0547 1.4119  0.07
N -3.4036 -0.6905 -0.1440  0.04
N -2.2403 -0.1866 -0.5446  -0.18
N -2.0690 0.3219 -1.8042  0.10
S -1.3069 2.7175 0.3002  0.73
H 1.8067 0.9264 0.9020  0.11
H 0.8179 3.0442 1.2573  0.05
H 1.8763 -1.3660 0.8427  0.08
H 0.8085 -1.9497 -0.4495  0.10
H 0.3385 -2.1805 1.2272  0.09
H -2.9565 0.2465 -2.2950  0.10
H -1.7636 1.2984 -1.7469  0.03

Forces on the atoms, in the same order (eV/Å):
C -1.2 0.0 -0.6
C 0.3 -1.1 -0.2
C 0.7 0.5 0.2
C -1.3 0.6 -0.5
C 0.2 -0.1 0.0
N -0.9 -0.4 0.4
N 1.2 0.3 0.2
N -0.6 0.5 -1.1
N 0.7 -0.5 1.5
N 0.4 0.3 -0.7
S 0.5 0.3 0.3
H 0.1 -0.1 0.0
H 0.1 0.0 0.2
H 0.0 0.0 0.0
H 0.0 0.0 0.0
H 0.0 0.0 0.0
H 0.1 0.0 0.2
H -0.3 -0.2 0.2

frontier orbital gap = 7.77 eV
E_HOMO = -9.17 eV
energy relative to the best compared isomer or geometry (same formula, charge and spin) = 0.0000 eV
F_max = 1.70 eV/Å
net charge = 0
2S+1 = 1

No. 5
Formula: C5H7N6S
Source: the OMol25 dataset
Level of theory: ωB97M-V with the def2-TZVPD basis set

Last column: Löwdin charge in e.
CARTESIAN COORDINATES (ANGSTROEM)
C -2.6707 0.7959 0.5150  -0.07
C -3.3824 -0.2635 0.0009  -0.32
C -1.1177 -0.6577 -0.0388  -0.42
C 0.6531 -1.0750 0.1016  -0.14
C 1.5849 -0.0119 -0.2117  -0.64
N -1.3193 0.5214 0.4608  0.05
N 1.1452 -2.1673 0.5440  0.16
N 2.8474 -0.8008 -0.0567  0.11
N 2.5417 -1.9025 0.3164  0.02
N 1.3288 1.0267 0.7284  0.11
N 1.6225 0.4348 -1.5529  0.16
S -2.4224 -1.5630 -0.5158  1.21
H -2.8247 1.6497 1.0434  0.11
H -4.4432 -0.2982 0.0878  0.09
H 1.3319 1.9944 0.3825  0.13
H 1.9168 0.9190 1.5348  0.12
H 1.2490 -0.3732 -2.0468  0.11
H 2.4571 0.6415 -1.9668  0.06
H -0.4981 1.1296 0.6737  0.14

Forces on the atoms, in the same order (eV/Å):
C 1.2 -2.9 -1.3
C -0.5 2.0 1.2
C 7.1 -2.0 0.6
C -5.9 -1.6 -0.4
C 1.9 1.2 -0.8
N -1.3 -0.1 -0.7
N -1.6 2.2 -0.9
N -0.1 1.6 1.0
N 2.4 -3.0 0.5
N 0.0 1.3 0.5
N -4.7 -1.5 0.0
S 0.1 0.3 0.3
H -1.7 2.3 1.0
H -0.6 -0.3 -0.4
H 0.7 -0.7 -0.2
H 0.1 0.3 0.5
H 0.0 0.5 -0.8
H 3.1 0.8 -0.6
H -0.2 -0.5 0.4

frontier orbital gap = 8.77 eV
E_HOMO = -13.41 eV
energy relative to the best compared isomer or geometry (same formula, charge and spin) = 2.5943 eV
F_max = 7.36 eV/Å
net charge = +1
2S+1 = 1

No. 6
Formula: C5H7NO
Source: the OMol25 dataset
Level of theory: ωB97M-V with the def2-TZVPD basis set

Last column: Löwdin charge in e.
CARTESIAN COORDINATES (ANGSTROEM)
C -2.1031 0.1502 0.2443  -0.10
C -0.6404 -0.0418 -0.0151  -0.31
C -0.1255 -1.2568 -0.5195  -0.29
O 1.0438 -1.4442 -0.9173  -0.08
C 1.5122 0.7631 -0.1597  -0.05
N 2.6536 0.3349 0.2363  0.14
C 0.2292 1.0851 -0.0009  -0.03
H -2.2789 0.7100 1.1689  0.07
H -2.6106 -0.8162 0.3424  0.07
H -2.5780 0.6909 -0.5842  0.07
H -0.8524 -2.0893 -0.5998  0.12
H 3.0227 -0.3582 -0.4110  0.12
H 2.8482 0.1508 1.2203  0.13
H -0.1209 2.1215 -0.0047  0.13

Forces on the atoms, in the same order (eV/Å):
C -0.2 0.1 0.0
C 0.0 -0.1 -0.1
C -0.2 0.1 0.1
O -0.1 0.2 0.2
C 0.0 -0.3 -0.1
N -0.3 0.0 -0.1
C 0.4 -0.2 -0.1
H -0.1 -0.1 -0.1
H 0.1 0.2 0.0
H -0.1 0.0 0.2
H 0.0 0.2 -0.1
H 0.5 0.3 0.0
H -0.1 0.2 -0.1
H 0.1 -0.4 0.1

frontier orbital gap = 7.49 eV
E_HOMO = -7.08 eV
energy relative to the best compared isomer or geometry (same formula, charge and spin) = 3.4914 eV
F_max = 0.60 eV/Å
net charge = 0
2S+1 = 1

No. 7
Formula: C5H7NO
Source: the OMol25 dataset
Level of theory: ωB97M-V with the def2-TZVPD basis set

Last column: Löwdin charge in e.
CARTESIAN COORDINATES (ANGSTROEM)
C 0.8625 -0.6037 1.5447  -0.05
C 0.4562 0.0593 0.2950  -0.32
C 0.5652 -0.5548 -1.0194  -0.07
C -0.5022 -0.1785 -1.7411  -0.11
N -1.3126 0.6566 -1.0130  0.09
C -0.8180 0.8633 0.3041  -0.45
O -1.4405 1.4110 1.1940  0.06
H 1.8801 -0.9926 1.5031  0.09
H 0.2089 -1.4296 1.7508  0.09
H 0.7630 0.0941 2.3640  0.08
H 0.8743 1.2483 0.2516  0.24
H 1.3838 -1.1695 -1.3693  0.11
H -0.7256 -0.4287 -2.7593  0.11
H -2.1950 1.0247 -1.3054  0.14

Forces on the atoms, in the same order (eV/Å):
C 0.5 -0.1 0.6
C 0.7 4.3 0.2
C -0.2 -0.3 -0.8
C 0.7 -0.3 0.1
N 0.1 1.0 0.9
C -2.4 -2.2 -0.6
O 0.8 0.1 -0.4
H 0.0 0.1 0.0
H -0.4 -0.5 0.1
H 0.1 0.1 0.3
H 0.6 -2.5 -0.1
H -0.1 0.1 0.1
H -0.2 0.0 -0.2
H -0.2 0.1 -0.1

frontier orbital gap = 9.37 eV
E_HOMO = -8.48 eV
energy relative to the best compared isomer or geometry (same formula, charge and spin) = 0.9919 eV
F_max = 4.40 eV/Å
net charge = 0
2S+1 = 1

No. 8
Formula: C5H7NO
Source: the OMol25 dataset
Level of theory: ωB97M-V with the def2-TZVPD basis set

Last column: Löwdin charge in e.
CARTESIAN COORDINATES (ANGSTROEM)
C -1.8078 0.2749 0.2551  -0.09
C -0.6281 -0.7003 0.2378  -0.17
C 0.7055 -0.1424 -0.2421  -0.44
C 1.9282 0.0914 0.5541  -0.07
O 1.7794 -1.0724 -0.2365  0.00
C 0.6129 0.6454 -1.4757  -0.13
N 0.5245 1.2881 -2.4330  0.18
H -1.7157 1.0289 1.0427  0.08
H -2.7354 -0.2798 0.4312  0.08
H -1.9191 0.7942 -0.7031  0.07
H -0.4843 -1.1576 1.2223  0.12
H -0.8563 -1.5183 -0.4572  0.13
H 2.6625 0.8016 0.1712  0.12
H 1.9335 -0.0536 1.6332  0.12

Forces on the atoms, in the same order (eV/Å):
C 0.0 0.1 0.0
C 0.0 0.0 0.0
C -0.2 0.0 -0.1
C 0.0 0.2 0.2
O 0.0 -0.1 -0.2
C -0.1 0.5 -0.9
N 0.1 -0.6 0.9
H 0.1 -0.1 -0.1
H 0.2 0.1 0.0
H 0.1 -0.1 0.1
H 0.1 0.1 -0.1
H 0.0 0.1 0.1
H -0.2 -0.1 0.1
H -0.2 0.0 -0.2

frontier orbital gap = 12.01 eV
E_HOMO = -11.18 eV
energy relative to the best compared isomer or geometry (same formula, charge and spin) = 1.7691 eV
F_max = 1.09 eV/Å
net charge = 0
2S+1 = 1

No. 9
Formula: C5H7NO
Source: the OMol25 dataset
Level of theory: ωB97M-V with the def2-TZVPD basis set

Last column: Löwdin charge in e.
CARTESIAN COORDINATES (ANGSTROEM)
C 0.3607 1.2016 -0.7353  -0.23
C 0.9008 0.0022 -1.1291  -0.08
C 0.9308 -1.1025 -0.2643  -0.03
C 0.4829 -0.7408 1.0564  -0.08
C 0.1309 0.5522 1.3942  -0.14
H 0.1404 1.8885 -1.5643  0.12
H 1.4682 -0.0913 -2.0420  0.10
H 1.2275 -2.0981 -0.3748  0.09
H 0.9158 -1.5015 1.8551  0.14
H 0.0111 0.9447 2.3914  0.10
H -1.4333 0.0240 -0.4201  -0.09
H -2.9582 -0.0495 -0.2682  0.09
N -0.0705 1.5405 0.4421  0.06
O -2.1071 -0.5700 -0.3410  -0.04

Forces on the atoms, in the same order (eV/Å):
C -0.7 1.1 -2.1
C 1.6 -3.0 0.1
C -1.9 4.0 2.1
C 2.9 -2.0 1.2
C -0.1 1.1 -1.1
H 0.5 0.2 0.5
H -0.6 0.2 -0.6
H 0.7 -1.1 -0.9
H -1.8 1.7 -1.3
H -0.2 -0.5 0.3
H 2.5 2.6 -0.3
H 1.7 -0.8 -0.1
N 0.3 -1.5 2.0
O -4.9 -2.0 0.3

frontier orbital gap = 10.20 eV
E_HOMO = -9.59 eV
energy relative to the best compared isomer or geometry (same formula, charge and spin) = 1.6035 eV
F_max = 5.29 eV/Å
net charge = 0
2S+1 = 1

No. 10
Formula: C5H7NO
Source: the OMol25 dataset
Level of theory: ωB97M-V with the def2-TZVPD basis set

Last column: Löwdin charge in e.
CARTESIAN COORDINATES (ANGSTROEM)
O -1.3591 1.5212 -0.2296  0.04
C -0.1903 1.5860 -0.5243  -0.35
N 0.8832 1.2597 0.3394  0.03
C 0.7360 1.5900 1.5560  0.00
C -1.2070 -1.6895 0.3171  -0.01
C -0.2332 -1.6365 -0.5500  -0.21
C 0.7476 -1.5477 -1.4091  -0.02
H 0.1563 1.8769 -1.5288  0.12
H 1.6738 -1.0513 -1.1323  0.05
H -0.1419 2.1347 1.9207  0.09
H 1.5115 1.3222 2.2735  0.08
H -1.3082 -2.5262 1.0031  0.06
H -1.9323 -0.8809 0.3760  0.05
H 0.6637 -1.9585 -2.4116  0.06

Forces on the atoms, in the same order (eV/Å):
O 0.5 0.0 -0.1
C -0.4 0.1 0.0
N -0.1 0.1 0.4
C 0.1 0.0 -0.2
C 0.1 0.0 -0.1
C 0.0 0.0 0.0
C -0.2 0.0 0.1
H -0.1 0.0 0.1
H -0.1 -0.1 0.0
H 0.1 0.0 -0.1
H -0.1 0.0 -0.1
H 0.0 0.1 -0.1
H 0.1 -0.1 0.0
H 0.0 0.0 0.1

frontier orbital gap = 9.88 eV
E_HOMO = -9.75 eV
energy relative to the best compared isomer or geometry (same formula, charge and spin) = 3.1005 eV
F_max = 0.54 eV/Å
net charge = 0
2S+1 = 1

No. 11
Formula: C5H7NO
Source: the OMol25 dataset
Level of theory: ωB97M-V with the def2-TZVPD basis set

Last column: Löwdin charge in e.
CARTESIAN COORDINATES (ANGSTROEM)
C 0.3108 -1.7529 -0.6434  -0.05
C -0.1620 -0.3114 -0.4728  -0.28
C -1.0283 0.0015 0.7201  -0.06
C -0.7151 1.2211 1.1626  -0.11
N 0.3469 1.7656 0.4191  0.09
C 0.8861 0.8123 -0.4298  -0.43
O 1.9267 0.9094 -1.0419  0.07
H -0.4714 -2.3293 -1.1508  0.08
H 0.5107 -2.2306 0.3214  0.08
H 1.2182 -1.7999 -1.2525  0.08
H -0.7313 -0.0365 -1.3766  0.16
H -1.7704 -0.6670 1.1357  0.11
H -1.1443 1.7891 1.9779  0.11
H 0.8233 2.6285 0.6310  0.15

Forces on the atoms, in the same order (eV/Å):
C 0.1 0.0 0.0
C 0.0 0.0 0.0
C 0.0 0.2 0.0
C 0.0 -0.2 0.0
N 0.1 0.0 0.0
C 0.1 0.0 -0.2
O -0.4 -0.1 0.2
H 0.2 0.0 0.1
H 0.0 0.1 -0.1
H -0.1 0.1 0.1
H 0.0 0.0 0.1
H 0.0 0.2 -0.1
H 0.1 -0.1 -0.1
H 0.0 -0.2 0.0

frontier orbital gap = 9.59 eV
E_HOMO = -8.66 eV
energy relative to the best compared isomer or geometry (same formula, charge and spin) = 0.2033 eV
F_max = 0.43 eV/Å
net charge = 0
2S+1 = 1

No. 12
Formula: C5H7NO
Source: the OMol25 dataset
Level of theory: ωB97M-V with the def2-TZVPD basis set

Last column: Löwdin charge in e.
CARTESIAN COORDINATES (ANGSTROEM)
C -2.0736 0.1534 0.0551  -0.07
C -0.5772 -0.0219 -0.0589  -0.27
C -0.0830 -1.3620 -0.3795  -0.22
O 1.0279 -1.6490 -0.8176  -0.01
C 1.5620 1.0610 0.6237  -0.07
N 2.5539 0.3309 0.2192  0.09
C 0.2472 1.0642 0.0671  -0.10
H -2.3496 0.6270 1.0030  0.08
H -2.5982 -0.8074 0.0037  0.07
H -2.4515 0.7803 -0.7619  0.08
H -0.8562 -2.1585 -0.3011  0.12
H 2.4549 -0.3578 -0.5330  0.09
H 3.3761 0.2929 0.8100  0.10
H -0.2328 2.0469 0.0702  0.10

Forces on the atoms, in the same order (eV/Å):
C -0.1 0.0 0.0
C 0.2 0.0 -0.2
C 0.1 0.1 -0.1
O -0.5 0.2 0.2
C 0.2 -0.1 0.0
N -0.2 0.1 0.2
C -0.2 -0.1 0.1
H 0.0 -0.1 -0.2
H 0.1 0.2 0.0
H 0.0 -0.1 0.1
H 0.3 0.1 0.1
H 0.0 0.0 0.0
H -0.1 0.0 -0.3
H 0.1 -0.2 0.0

frontier orbital gap (spin up / spin down) = 7.64 / 7.64 eV
E_HOMO (spin up / spin down) = -7.92 / -7.92 eV
energy relative to the best compared isomer or geometry (same formula, charge and spin) = 2.9182 eV
F_max = 0.53 eV/Å
net charge = 0
2S+1 = 1

Which value of net charge does entry 10 give? 0

The highest energy relative to the best compared isomer or geometry (same formula, charge and spin) belongs to which entry? C5H7N5